# 1
Molecular formula: C35H35N3O3P2V
Method: DFT, the ωB97M-V functional and the def2-TZVPD basis

```
79
C35H35N3O3P2V, DFT the ωB97M-V functional and the def2-TZVPD basis
C 2.02 -4.24 -2.72
C 1.55 -2.98 -3.03
C 0.19 -2.68 -2.66
C -0.42 -3.43 -1.59
C 0.17 -4.66 -1.21
C 1.34 -5.08 -1.82
C -1.49 -2.79 -0.89
C -2.36 -2.05 -1.76
C -1.73 -1.30 -2.81
C -2.40 -0.13 -3.31
C -3.78 -0.11 -3.19
C -4.45 -0.99 -2.32
C -3.75 -1.90 -1.54
H 2.96 -4.57 -3.17
H -0.34 -5.29 -0.47
H 1.73 -6.08 -1.63
H -1.85 -3.18 0.06
H -4.34 0.64 -3.75
H -5.55 -0.95 -2.27
H -4.26 -2.54 -0.82
N -0.43 -1.57 -3.19
V 0.42 -0.30 -1.02
C 2.38 -1.88 -3.64
H 1.89 -1.40 -4.49
H 3.38 -2.24 -3.94
C -1.59 0.99 -3.87
H -0.96 0.69 -4.72
H -2.22 1.84 -4.17
P 2.57 -0.60 -2.28
P -0.43 1.53 -2.49
C -1.49 2.55 -1.42
H -0.84 3.09 -0.71
H -2.05 3.28 -2.02
H -2.18 1.92 -0.85
C 0.60 2.72 -3.39
H 0.01 3.59 -3.68
H 1.42 3.04 -2.74
H 1.03 2.26 -4.29
C 3.83 -1.34 -1.22
H 4.74 -1.55 -1.80
H 4.05 -0.63 -0.42
H 3.45 -2.26 -0.76
C 3.45 0.73 -3.11
H 3.52 1.58 -2.43
H 4.47 0.39 -3.35
H 2.95 1.03 -4.03
C 1.43 1.16 -0.46
O 2.05 2.08 -0.01
H -0.43 -1.24 -0.48
O 2.41 -1.24 1.36
C 1.45 -0.59 1.75
N 1.25 0.03 2.97
C -0.06 0.61 3.12
C -0.76 0.02 1.85
O -1.94 -0.03 1.50
N 0.26 -0.38 1.05
C -0.64 0.15 4.45
C -1.87 -0.51 4.55
C -2.27 -0.99 5.80
C -1.44 -0.83 6.91
C -0.24 -0.13 6.81
C 0.14 0.39 5.57
C -0.03 2.10 2.92
C 1.13 2.83 3.16
C 1.11 4.21 3.01
C -0.04 4.87 2.54
C -1.21 4.13 2.30
C -1.20 2.74 2.51
H 1.97 -0.08 3.69
H -2.51 -0.61 3.66
H -3.23 -1.50 5.90
H -1.74 -1.23 7.88
H 0.41 0.02 7.66
H 1.05 1.00 5.49
H 2.02 2.33 3.50
H 2.01 4.78 3.23
H -0.04 5.95 2.40
H -2.12 4.63 1.94
H -2.12 2.16 2.35
```

Computed properties:
highest occupied orbital energy (alpha / beta): -10.36 / -10.51 eV
LUMO energy (alpha / beta): -0.1594 / -0.1535 hartree
charge: +1
2S+1: 3

---

# 2
Molecular formula: C35H35O5
Method: DFT, the ωB97M-V functional and the def2-TZVPD basis

```
75
C35H35O5, DFT the ωB97M-V functional and the def2-TZVPD basis
C 3.80 2.24 3.65
C 3.34 0.82 3.87
O 1.99 0.78 3.38
C 1.49 -0.47 3.45
C 0.09 -0.63 3.09
C -0.54 -1.98 3.35
C -0.63 -2.20 4.86
C 0.25 -3.12 2.72
C -0.72 0.56 3.06
O -0.39 1.73 2.86
O -2.03 0.23 3.32
C -2.90 1.39 3.42
C -2.63 2.21 4.66
O 2.19 -1.41 3.84
H 4.82 2.38 4.02
H 3.78 2.49 2.58
H 3.15 2.95 4.19
H 3.97 0.11 3.32
H 3.37 0.56 4.94
H -1.55 -1.95 2.92
H -1.21 -1.40 5.32
H -1.12 -3.16 5.04
H 0.38 -2.20 5.28
H 0.30 -3.00 1.63
H 1.26 -3.11 3.13
H -0.24 -4.07 2.95
H -2.73 1.99 2.52
H -3.92 0.96 3.41
H -3.33 3.04 4.71
H -2.73 1.60 5.57
H -1.61 2.61 4.60
C -4.77 -7.32 -3.87
C -3.55 -6.97 -3.29
C -3.32 -5.65 -2.88
C -4.33 -4.67 -2.98
C -4.09 -3.32 -2.46
C -2.84 -2.76 -2.51
C -2.57 -1.43 -2.05
C -1.36 -0.81 -2.39
C -0.97 0.52 -2.02
C -1.08 0.96 -0.67
C -0.73 2.27 -0.33
C -0.32 3.18 -1.31
C -0.16 2.74 -2.63
C -0.44 1.42 -2.98
C -3.60 -0.76 -1.31
C -4.86 -1.28 -1.20
C -5.88 -0.54 -0.44
C -5.48 0.21 0.69
C -6.41 0.95 1.42
C -7.75 0.98 1.01
C -8.16 0.25 -0.11
C -7.24 -0.52 -0.81
C -5.21 -2.55 -1.88
O -6.38 -2.97 -1.92
C -5.56 -5.05 -3.57
C -5.77 -6.35 -4.02
H -4.95 -8.35 -4.20
H -2.77 -7.71 -3.15
H -2.35 -5.37 -2.45
H -2.03 -3.31 -2.99
H -0.74 -1.33 -3.12
H -1.41 0.26 0.10
H -0.79 2.57 0.72
H -0.10 4.21 -1.04
H 0.16 3.45 -3.40
H -0.31 1.07 -4.01
H -3.40 0.23 -0.91
H -4.43 0.19 0.99
H -6.07 1.50 2.30
H -8.47 1.58 1.58
H -9.20 0.28 -0.44
H -7.57 -1.13 -1.65
H -6.36 -4.32 -3.65
H -6.72 -6.60 -4.50
```

Computed properties:
highest occupied orbital energy: -3.48 eV
LUMO energy: 0.0287 hartree
charge: -1
2S+1: 1

---

# 3
Molecular formula: C35H36BaINOSb2
Method: DFT, the ωB97M-V functional and the def2-TZVPD basis

```
77
C35H36BaINOSb2, DFT the ωB97M-V functional and the def2-TZVPD basis
Ba 0.07 -0.17 -1.66
C -0.49 1.63 0.62
C -1.56 1.84 1.70
C -2.75 0.85 1.53
Sb -3.04 -0.56 -0.14
C -4.55 -1.60 0.87
C -4.43 -2.94 1.22
C -5.46 -3.58 1.90
C -6.61 -2.88 2.23
C -6.74 -1.55 1.87
C -5.72 -0.91 1.18
C -1.43 -1.99 0.16
C -1.06 -2.92 -0.80
C -0.06 -3.86 -0.54
C 0.59 -3.86 0.69
C 0.26 -2.91 1.65
C -0.74 -1.98 1.38
Sb 1.58 2.22 0.56
C 2.11 0.79 2.04
C 2.98 -0.23 1.70
C 3.32 -1.21 2.62
C 2.79 -1.17 3.90
C 1.92 -0.15 4.26
C 1.58 0.83 3.33
C 1.50 4.04 1.61
C 0.76 5.09 1.06
C 0.67 6.30 1.73
C 1.33 6.47 2.94
C 2.07 5.43 3.48
C 2.16 4.21 2.82
H -0.98 1.92 -0.32
H -0.41 0.55 0.72
H -1.92 2.86 1.72
H -1.12 1.64 2.68
H -3.69 1.40 1.46
H -2.85 0.22 2.41
H -3.53 -3.50 0.98
H -5.35 -4.62 2.18
H -7.41 -3.38 2.76
H -7.65 -1.01 2.11
H -5.85 0.12 0.89
H -1.56 -2.96 -1.77
H 0.18 -4.61 -1.28
H 1.35 -4.60 0.90
H 0.76 -2.90 2.60
H -1.01 -1.28 2.15
H 3.43 -0.26 0.71
H 4.02 -1.99 2.35
H 3.07 -1.92 4.63
H 1.52 -0.10 5.26
H 0.93 1.64 3.64
H 0.26 4.97 0.11
H 0.10 7.11 1.31
H 1.26 7.41 3.47
H 2.59 5.56 4.43
H 2.75 3.41 3.25
C 2.50 -2.62 -4.63
C 2.52 -2.65 -3.13
C 3.42 -3.62 -2.45
O 1.81 -1.89 -2.48
H 3.15 -3.38 -5.06
H 2.83 -1.63 -4.96
H 1.48 -2.76 -4.98
H 4.43 -3.53 -2.83
H 3.09 -4.64 -2.71
H 3.40 -3.49 -1.37
I -0.49 0.60 -8.16
C 0.43 1.28 -6.43
C 1.34 2.33 -6.45
C 1.93 2.72 -5.26
C 1.60 2.06 -4.10
N 0.72 1.05 -4.07
C 0.15 0.67 -5.22
H 1.59 2.82 -7.38
H 2.64 3.54 -5.24
H 2.05 2.34 -3.15
H -0.56 -0.14 -5.17
```

Computed properties:
highest occupied orbital energy: -13.31 eV
LUMO energy: -0.1905 hartree
relative energy (zero: lowest compared OMol25 entry of this formula, charge and spin): 14.12 kcal per mole
charge: +2
2S+1: 1

---

# 4
Molecular formula: C35H36BrF3N3O10S2Zr
Method: DFT, the ωB97M-V functional and the def2-TZVPD basis

```
91
C35H36BrF3N3O10S2Zr, DFT the ωB97M-V functional and the def2-TZVPD basis
Zr 0.91 1.00 0.36
C -0.95 0.38 3.24
O -0.96 0.99 1.94
C -2.02 1.83 1.66
C -3.18 1.88 2.42
C -4.17 2.80 2.07
Br -5.74 2.87 3.11
C -4.02 3.65 0.99
C -2.86 3.58 0.22
C -1.88 2.68 0.57
O -0.69 2.58 -0.14
C -2.71 4.51 -0.92
N -3.29 5.67 -0.97
C -2.90 6.21 -2.18
C -3.22 7.44 -2.75
C -2.70 7.73 -3.99
C -1.87 6.82 -4.67
C -1.53 5.60 -4.12
C -2.06 5.32 -2.87
N -1.93 4.24 -2.02
H -1.05 1.15 4.00
H 0.00 -0.13 3.33
H -1.77 -0.33 3.31
H -3.33 1.24 3.27
H -4.78 4.37 0.73
H -0.34 3.47 -0.36
H -3.87 8.14 -2.23
H -2.93 8.68 -4.47
H -1.48 7.09 -5.64
H -0.88 4.91 -4.64
H -1.56 3.33 -2.28
O 1.22 2.79 1.78
C 1.87 2.05 2.56
O 1.90 0.80 2.34
H 2.41 2.47 3.42
F 4.82 2.87 -2.39
C 3.69 2.31 -2.77
F 3.22 2.90 -3.86
F 3.87 1.02 -3.00
S 2.45 2.53 -1.42
O 2.99 1.88 -0.20
O 2.17 3.92 -1.34
O 1.28 1.67 -1.76
C 7.45 -3.60 -1.71
C 6.07 -4.19 -1.64
C 5.89 -5.56 -1.75
C 4.62 -6.12 -1.68
C 3.52 -5.30 -1.50
C 3.69 -3.93 -1.40
N 2.52 -3.13 -1.20
C 1.87 -2.53 -2.29
C 2.20 -2.87 -3.60
C 1.52 -2.31 -4.66
C 0.50 -1.39 -4.46
C 0.16 -1.05 -3.16
C 0.84 -1.60 -2.08
C 0.42 -1.23 -0.69
O 1.46 -0.94 0.19
O -0.47 -0.22 -0.55
C 4.96 -3.35 -1.47
C 5.15 -1.86 -1.39
H 8.19 -4.37 -1.93
H 7.73 -3.13 -0.77
H 7.52 -2.83 -2.49
H 6.75 -6.19 -1.88
H 4.50 -7.19 -1.77
H 2.52 -5.71 -1.46
H 2.57 -2.51 -0.40
H 2.99 -3.58 -3.78
H 1.79 -2.59 -5.67
H -0.03 -0.95 -5.29
H -0.63 -0.34 -2.96
H 5.49 -1.46 -2.35
H 5.91 -1.60 -0.65
H 4.23 -1.34 -1.12
C -3.05 -2.83 0.86
C -1.89 -3.65 1.41
S -0.39 -2.67 1.37
O -0.24 -2.53 -0.20
C 0.87 -3.89 1.80
C 2.02 -3.25 2.56
H -3.96 -3.43 0.91
H -2.88 -2.55 -0.17
H -3.21 -1.92 1.45
H -1.70 -4.55 0.83
H -2.03 -3.92 2.46
H 1.18 -4.29 0.83
H 0.37 -4.68 2.37
H 2.46 -2.43 2.00
H 2.80 -4.00 2.72
H 1.71 -2.88 3.54
```

Computed properties:
highest occupied orbital energy: -10.24 eV
LUMO energy: -0.0898 hartree
relative energy (zero: lowest compared OMol25 entry of this formula, charge and spin): 46.55 kcal per mole
charge: +1
2S+1: 1

---

# 5
Molecular formula: C35H36BrGdIN2O5S
Method: DFT, the ωB97M-V functional and the def2-TZVPD basis

```
82
C35H36BrGdIN2O5S, DFT the ωB97M-V functional and the def2-TZVPD basis
Gd 1.60 -1.38 1.02
C -0.49 -2.64 5.18
C -1.36 -2.39 4.01
N -2.58 -2.01 4.20
C -3.35 -1.72 3.15
C -2.98 -1.93 1.86
C -3.86 -1.49 0.72
O -3.60 -0.12 0.34
C -1.64 -2.43 1.64
C -1.22 -2.95 0.33
N -0.03 -3.18 -0.06
C 0.16 -3.89 -1.31
C -0.40 -3.37 -2.49
C -0.14 -3.97 -3.69
C 0.56 -5.20 -3.75
C 1.11 -5.71 -2.58
C 0.97 -5.04 -1.38
I 2.06 -5.68 0.28
C -0.76 -2.49 2.70
O 0.51 -2.59 2.63
H -1.09 -2.95 6.04
H -0.13 -1.66 5.49
H 0.32 -3.37 5.03
H -4.31 -1.29 3.35
H -4.92 -1.55 1.05
H -3.79 -2.15 -0.19
H -2.69 0.10 0.53
H -2.04 -3.20 -0.38
H -0.98 -2.47 -2.47
H -0.51 -3.55 -4.63
H 0.73 -5.68 -4.72
H 1.67 -6.64 -2.61
O 3.78 -0.42 1.56
C 4.29 -1.58 1.57
O 3.73 -2.54 2.17
C 5.33 -1.76 0.52
C 6.71 -1.55 0.67
C 7.51 -1.46 -0.46
C 6.96 -1.46 -1.71
C 5.59 -1.65 -1.87
C 4.76 -1.79 -0.77
S 3.08 -2.09 -1.21
H 7.09 -1.44 1.65
H 8.56 -1.32 -0.31
H 7.58 -1.41 -2.57
H 5.22 -1.63 -2.92
C -3.13 5.45 1.82
C -1.96 5.35 0.86
C -0.78 6.22 1.37
C -2.41 5.89 -0.50
C -1.52 3.89 0.74
C -1.07 3.17 1.83
C -0.54 1.92 1.62
Br 0.16 0.96 3.12
C -0.46 1.27 0.35
O 0.17 0.10 0.27
C -0.96 2.00 -0.74
C -1.46 3.28 -0.51
C -0.90 1.45 -2.16
C -1.81 2.24 -3.15
C -1.36 -0.02 -2.21
C 0.58 1.52 -2.65
H -3.65 6.40 1.75
H -2.71 5.37 2.85
H -3.88 4.67 1.64
H -1.08 7.28 1.53
H 0.05 6.21 0.65
H -0.35 5.85 2.30
H -2.84 6.90 -0.36
H -3.20 5.28 -0.92
H -1.56 5.96 -1.14
H -1.07 3.60 2.82
H -1.81 3.82 -1.38
H -2.84 2.19 -2.79
H -1.76 1.67 -4.08
H -1.55 3.32 -3.33
H -2.39 -0.19 -1.96
H -0.70 -0.56 -1.53
H -1.16 -0.36 -3.21
H 0.93 2.51 -2.84
H 0.67 1.04 -3.66
H 1.28 1.05 -1.95
```

Computed properties:
highest occupied orbital energy (alpha / beta): -5.19 / -5.10 eV
LUMO energy (alpha / beta): 0.0866 / 0.0203 hartree
relative energy (zero: lowest compared OMol25 entry of this formula, charge and spin): 11.46 kcal per mole
charge: -1
2S+1: 8

---

Number 1: E -3371.162508 Ha. Number 2: E -1730.952445 Ha. Number 3: E -2288.482707 Ha. Number 4: E -5989.074242 Ha. Number 5: E -5876.807260 Ha.